{"formula": "C7H5NO2", "method": "the ωB97M-V functional and the def2-TZVPD basis", "relative_energy_kcal_mol": 59.95, "e_homo_ev": -9.854, "orbital_gap_ev": 8.83, "mol_weight_g_mol": 135.1, "smiles": "O=C1ON1c1ccccc1", "species": ["C", "C", "C", "C", "C", "C", "C", "N", "O", "O", "H", "H", "H", "H", "H"], "xyz": [[-1.098, -0.227, -0.270], [-0.898, 0.908, 0.396], [-0.069, -1.063, -0.573], [0.395, 1.263, 0.801], [1.205, -0.826, -0.121], [1.492, 0.426, 0.518], [3.987, 0.384, 0.431], [2.730, 0.795, 0.923], [4.761, -0.484, 0.531], [3.802, 1.573, -0.114], [-1.963, -0.690, -0.728], [-1.675, 1.550, 0.899], [-0.378, -1.965, -1.079], [0.425, 2.316, 1.158], [2.026, -1.589, -0.276]], "atomic_forces_ev_per_a": [[-1.33, -1.91, -1.83], [-0.27, 2.69, 2.96], [1.31, -1.16, 0.30], [-0.24, 0.83, -0.70], [1.79, -0.03, -0.18], [-2.07, -0.83, -1.31], [-2.15, 1.63, 0.13], [2.39, 0.48, 1.21], [0.89, -0.84, -0.14], [-0.20, -0.95, 0.00], [-1.05, 1.10, 0.65], [0.44, -0.75, -1.37], [0.62, -0.25, -0.11], [0.83, -1.14, 0.22], [-0.97, 1.13, 0.17]]}

***

{"formula": "C32H59B2ClF4N4O17PS5", "method": "the ωB97M-V functional and the def2-TZVPD basis", "relative_energy_kcal_mol": 53.36, "e_homo_ev": -11.554, "orbital_gap_ev": 6.80, "mol_weight_g_mol": 1096.2, "charge": 1, "species": ["C", "C", "C", "Cl", "C", "C", "C", "F", "F", "C", "F", "F", "C", "C", "O", "O", "B", "N", "O", "C", "P", "O", "O", "O", "C", "C", "N", "N", "B", "N", "O", "H", "H", "H", "H", "H", "H", "H", "H", "H", "H", "H", "H", "H", "H", "H", "H", "H", "H", "H", "C", "C", "C", "S", "O", "O", "C", "H", "H", "H", "H", "H", "H", "H", "H", "C", "C", "C", "S", "O", "O", "C", "H", "H", "H", "H", "H", "H", "H", "H", "C", "C", "C", "S", "O", "O", "C", "H", "H", "H", "H", "H", "H", "H", "H", "C", "C", "C", "S", "O", "O", "C", "H", "H", "H", "H", "H", "H", "H", "H", "C", "C", "C", "S", "O", "O", "C", "H", "H", "H", "H", "H", "H", "H", "H"], "xyz": [[-0.765, 4.523, -0.391], [0.266, 5.493, -1.084], [1.236, 4.751, -2.133], [1.823, 5.850, -3.468], [0.661, 3.383, -2.640], [1.403, 2.149, -2.302], [2.758, 2.181, -1.515], [3.429, 0.988, -1.461], [3.658, 3.023, -2.191], [2.591, 2.631, 0.019], [3.600, 1.975, 0.736], [1.403, 2.166, 0.542], [0.790, 0.870, -2.756], [1.434, -0.529, -2.424], [2.114, -1.017, -3.278], [1.302, -1.162, -1.216], [-0.030, -1.107, -0.658], [-1.050, -2.015, -1.183], [-0.216, -0.189, 0.404], [-0.478, 0.823, -3.559], [-1.250, -0.751, -4.219], [-0.412, -1.957, -4.231], [-1.600, -0.422, -5.842], [-2.693, -1.124, -3.453], [-1.108, 2.149, -3.817], [-2.475, 2.198, -4.607], [-2.289, 2.571, -6.026], [-0.522, 3.340, -3.385], [-1.290, 4.599, -3.808], [-0.842, 5.360, -4.984], [-2.440, 5.042, -3.156], [-0.389, 3.485, -0.195], [-1.758, 4.450, -0.905], [-0.987, 4.971, 0.637], [-0.307, 6.245, -1.702], [0.869, 6.064, -0.325], [2.164, 4.618, -1.513], [2.776, 3.721, 0.181], [-0.904, -2.924, -0.684], [-1.952, -1.607, -0.924], [-1.175, -0.128, 0.555], [-2.567, -0.594, -5.888], [-3.197, -0.313, -3.247], [-2.982, 1.191, -4.633], [-3.258, 2.823, -4.076], [-2.597, 3.532, -6.189], [-2.774, 1.920, -6.643], [-0.522, 6.296, -4.731], [-0.094, 4.806, -5.407], [-2.970, 5.575, -3.780], [-5.177, 5.528, -0.219], [-6.078, 5.428, 1.015], [-5.197, 5.650, 2.247], [-3.839, 6.686, 1.711], [-2.612, 5.924, 1.805], [-3.974, 7.995, 2.299], [-4.321, 6.771, -0.008], [-5.758, 5.594, -1.141], [-4.539, 4.641, -0.283], [-6.847, 6.205, 0.968], [-6.589, 4.466, 1.065], [-5.740, 6.151, 3.045], [-4.781, 4.712, 2.613], [-3.435, 6.797, -0.642], [-4.907, 7.681, -0.144], [0.119, -7.571, -0.865], [0.229, -7.617, 0.661], [0.760, -6.258, 1.124], [0.232, -5.069, -0.105], [1.397, -4.541, -0.769], [-0.785, -4.204, 0.470], [-0.557, -6.244, -1.191], [-0.448, -8.416, -1.256], [1.119, -7.600, -1.308], [-0.762, -7.791, 1.091], [0.876, -8.427, 0.993], [0.356, -5.977, 2.096], [1.850, -6.245, 1.158], [-0.426, -5.937, -2.228], [-1.619, -6.271, -0.939], [-4.251, 2.123, 6.629], [-5.265, 0.975, 6.619], [-6.335, 1.317, 5.578], [-5.532, 2.353, 4.356], [-6.123, 3.670, 4.409], [-5.400, 1.619, 3.118], [-3.941, 2.414, 5.165], [-3.349, 1.862, 7.184], [-4.695, 3.004, 7.099], [-4.761, 0.046, 6.337], [-5.709, 0.820, 7.603], [-6.725, 0.423, 5.092], [-7.153, 1.888, 6.018], [-3.482, 3.389, 5.008], [-3.317, 1.631, 4.731], [6.595, 1.419, 1.989], [5.703, 1.340, 3.231], [6.599, 1.552, 4.454], [7.970, 2.566, 3.901], [9.181, 1.789, 3.988], [7.858, 3.880, 4.485], [7.472, 2.649, 2.187], [6.008, 1.490, 1.073], [7.217, 0.522, 1.923], [4.947, 2.128, 3.186], [5.177, 0.385, 3.289], [6.072, 2.067, 5.256], [7.004, 0.610, 4.823], [8.352, 2.659, 1.546], [6.899, 3.568, 2.052], [3.755, -10.354, -2.482], [4.957, -9.960, -1.618], [4.472, -9.876, -0.168], [3.091, -11.011, -0.034], [1.891, -10.248, 0.230], [3.476, -12.137, 0.777], [3.079, -11.508, -1.750], [4.057, -10.642, -3.489], [3.066, -9.508, -2.563], [5.732, -10.726, -1.703], [5.394, -9.015, -1.942], [5.249, -10.171, 0.536], [4.111, -8.876, 0.076], [2.056, -11.685, -2.077], [3.665, -12.424, -1.834]], "atomic_forces_ev_per_a": [[-0.12, 0.46, 1.39], [-0.87, -0.11, -1.34], [-0.04, 0.24, 1.58], [-0.23, -0.66, 0.69], [1.77, -1.47, 0.17], [-2.73, -0.37, -1.82], [0.94, -0.03, 0.14], [-1.53, 0.85, -0.54], [-1.41, -0.56, 1.04], [1.21, -1.08, 0.82], [-1.26, 1.02, -0.93], [1.26, 0.88, -0.95], [-1.34, 0.46, 0.17], [1.32, -1.38, -0.02], [-0.33, 1.03, 0.18], [-1.48, 1.97, -0.84], [0.07, -0.20, 0.99], [0.77, 1.64, 1.03], [-0.44, -0.64, -1.95], [0.87, 3.74, 1.23], [0.10, -2.97, -1.70], [-0.23, 1.52, 0.62], [-1.15, 0.35, 2.85], [1.40, 2.17, -1.15], [0.85, -2.41, 0.38], [-0.85, -0.22, -0.09], [-0.11, 0.46, 0.83], [0.09, -1.77, 0.65], [-0.89, 2.74, -1.04], [0.17, -2.11, 1.70], [0.93, -1.05, -0.64], [-0.14, 0.94, -0.28], [1.05, 0.16, 0.25], [0.17, -0.70, -1.45], [0.51, -0.55, 0.88], [-0.44, -0.70, -0.94], [-0.98, -0.49, -1.24], [-0.61, -0.81, -0.08], [-0.52, 0.58, -0.66], [0.02, -0.83, 0.04], [0.53, -0.10, 0.43], [0.65, -0.04, -0.53], [-0.02, -0.53, 0.07], [1.02, 0.98, 0.45], [1.22, -0.35, -0.36], [0.12, -0.53, -0.17], [0.31, 0.39, 0.21], [-0.26, -0.19, -0.50], [-0.02, 0.86, -0.30], [0.46, -0.06, 0.51], [-0.01, -0.11, 0.00], [-0.14, -0.01, -0.07], [-0.28, -0.25, -0.01], [-0.56, 0.22, 0.10], [0.07, 0.21, 0.11], [0.44, -0.15, 0.01], [-0.05, -0.12, -0.47], [0.03, 0.00, 0.03], [0.00, 0.05, -0.02], [0.06, -0.03, -0.01], [0.04, 0.06, 0.07], [0.23, -0.03, 0.06], [0.03, 0.17, -0.02], [0.07, 0.08, 0.15], [0.08, -0.01, 0.08], [0.15, -0.04, 0.07], [-0.12, -0.14, 0.10], [-0.02, -0.30, 0.40], [0.27, -1.12, -0.07], [-0.27, 0.45, 0.17], [0.25, 0.18, 0.05], [-0.17, -0.29, -0.30], [0.05, 0.05, 0.01], [-0.06, -0.01, -0.02], [0.04, 0.05, -0.04], [-0.07, 0.08, -0.04], [0.08, 0.16, -0.09], [-0.06, 0.16, -0.10], [0.01, 0.21, 0.10], [0.05, 0.07, 0.02], [-0.09, 0.04, 0.11], [0.12, -0.10, 0.07], [-0.20, -0.32, 0.36], [0.19, -0.34, 0.31], [-0.02, -0.15, -0.32], [-0.16, 0.41, -0.17], [0.33, 0.07, 0.27], [-0.04, 0.04, -0.04], [0.07, -0.02, -0.04], [-0.03, 0.05, 0.01], [0.00, 0.00, -0.08], [-0.04, 0.17, -0.12], [0.06, 0.07, -0.14], [-0.10, -0.02, -0.14], [-0.08, 0.04, -0.05], [0.02, -0.12, -0.01], [-0.13, 0.00, -0.05], [-0.45, -0.30, 0.10], [-0.05, 0.20, -0.02], [-0.04, 0.20, 0.09], [0.25, -0.16, 0.04], [-0.15, -0.12, -0.43], [0.06, -0.03, 0.04], [0.00, 0.07, -0.02], [0.05, -0.03, 0.00], [0.01, 0.07, 0.01], [0.22, 0.02, 0.03], [0.11, 0.11, -0.02], [0.06, 0.07, 0.17], [0.07, 0.00, 0.08], [0.01, 0.11, -0.01], [0.10, -0.02, -0.12], [0.39, 0.33, -0.09], [0.31, -0.35, -0.14], [0.05, -0.15, 0.12], [-0.34, 0.22, 0.15], [-0.03, 0.04, -0.46], [-0.04, 0.02, 0.05], [0.00, -0.06, -0.03], [-0.06, 0.03, 0.01], [-0.01, -0.06, 0.04], [-0.20, -0.02, 0.10], [-0.08, -0.10, 0.04], [0.00, -0.04, 0.18], [-0.05, 0.02, 0.10]]}

***

Q: Which formula does entry 2 have?
A: C32H59B2ClF4N4O17PS5

***

Q: Which formula does entry 2 have?
A: C32H59B2ClF4N4O17PS5